i.
Entry from OMol25: 2 unconnected molecules or ions with the total composition C5H16NO (the ωB97M-V functional and the def2-TZVPD basis).

Structure (XYZ):
```
23
Properties=species:S:1:pos:R:3
C 0.25 -0.56 2.11
C -0.19 -0.50 0.67
C 0.96 -0.63 -0.32
C 0.58 -0.54 -1.79
C -0.07 0.77 -2.20
N -1.15 -1.65 0.41
H -0.58 -0.49 2.82
H 0.91 0.27 2.33
H 0.78 -1.49 2.32
H -0.74 0.41 0.47
H 1.67 0.16 -0.09
H 1.50 -1.56 -0.11
H 1.50 -0.71 -2.37
H -0.07 -1.37 -2.11
H -0.22 0.86 -3.27
H -1.05 0.91 -1.74
H 0.54 1.62 -1.88
H -1.94 -1.64 1.05
H -0.67 -2.54 0.54
H -1.50 -1.62 -0.54
H 0.54 3.33 0.67
H -0.79 3.14 1.38
O -0.12 2.67 0.86
```

Values from the calculation:
multiplicity: 1
lowest unoccupied orbital energy: -3.3 eV
HOMO energy: -15.0 eV
total charge: +1
Kohn-Sham gap: 11.7131 eV

ii.
Entry from OMol25: 2 unconnected molecules or ions with the total composition C5H16NO (the ωB97M-V functional and the def2-TZVPD basis).

Structure (XYZ):
```
23
Properties=species:S:1:pos:R:3
C -2.21 0.91 -0.47
C -1.27 0.41 0.59
C 0.15 -0.04 0.11
C 0.90 1.22 -0.31
C 0.00 -1.09 -1.01
N -1.95 -0.85 1.26
H -1.77 1.85 -0.80
H -2.34 0.27 -1.35
H -3.22 1.11 -0.12
H -1.25 1.09 1.43
H 0.73 -0.49 0.92
H 1.80 0.90 -0.84
H 0.30 1.82 -1.00
H 1.28 1.77 0.55
H -0.67 -1.87 -0.66
H -0.35 -0.60 -1.93
H 0.99 -1.39 -1.34
H -2.41 -1.40 0.54
H -1.19 -1.40 1.65
H -2.52 -0.54 2.03
H 4.26 -1.12 -0.36
H 4.45 0.33 -0.18
O 3.77 -0.35 -0.11
```

Values from the calculation:
multiplicity: 1
lowest unoccupied orbital energy: -3.3 eV
HOMO energy: -14.4 eV
total charge: +1
Kohn-Sham gap: 11.1326 eV

Comparing the structures above, i comes out on top by 49.5 kJ/mol.